This record from the OMol25 dataset describes a cluster of 2 separate species, C5H14 in total. The level of theory is wB97M-V/def2-TZVPD.

ORCA input file:
```
! RIJCOSX wB97M-V def2-TZVPD def2/J DEFGRID3
* xyz 0 1
C -1.4840 -0.8587 0.0305
C -2.2650 0.4230 -0.1768
C -1.5383 1.6995 0.2496
H -1.1174 -0.9235 1.0552
H -2.0916 -1.7655 -0.0305
H -0.6202 -0.9633 -0.6275
H -3.1751 0.3696 0.4235
H -2.6003 0.5298 -1.2069
H -1.5937 1.8735 1.3226
H -2.0578 2.5612 -0.1881
H -0.5234 1.7627 -0.1284
C 2.5140 -1.2909 -0.3768
C 2.2276 0.1001 0.1753
H 1.6146 -1.8649 -0.5911
H 3.0954 -1.2398 -1.2946
H 3.1665 -1.8378 0.2979
H 1.1733 0.2557 0.3985
H 2.5375 0.9287 -0.4606
H 2.7378 0.2408 1.1281
*
```

Computed properties:
HOMO-LUMO gap   12.676 eV
SMILES   CCC.CC

These are the Mulliken partial charges, in e, on atoms 1 to 5: C -1.107; C -0.147; C -1.062; H 0.327; H 0.379


This record from the OMol25 dataset describes a cluster of 2 separate species, C5H14 in total at a distorted geometry. The level of theory is wB97M-V/def2-TZVPD.

ORCA input file:
```
! RIJCOSX wB97M-V def2-TZVPD def2/J DEFGRID3
* xyz 0 1
C -1.8445 -0.5354 0.2813
C -0.7860 0.4495 0.7422
C -0.7127 0.5781 2.3089
H -2.3122 -1.2371 1.1129
H -1.3347 -1.1666 -0.3205
H -2.7375 -0.2017 -0.1327
H 0.1984 0.1681 0.3329
H -1.1015 1.4318 0.3624
H -0.2939 -0.2143 2.7417
H -0.0692 1.4419 2.5661
H -1.6897 0.8475 2.7067
C 2.3372 -0.0982 -1.1881
C 0.9030 -0.2959 -2.0253
H 2.0560 0.6828 -0.3943
H 2.3487 -0.9403 -0.5281
H 3.0827 0.1424 -1.8832
H 0.2187 0.6737 -2.0438
H 0.5600 -1.1208 -1.5518
H 1.1771 -0.6057 -3.0874
*
```

Computed properties:
HOMO-LUMO gap   12.253 eV
SMILES   CCC.CC

These are the Mulliken partial charges, in e, on atoms 1 to 5: C -1.171; C 0.705; C -1.480; H 0.288; H 0.339


This record from the OMol25 dataset describes a cluster of 2 separate species, C5H14 in total at a distorted geometry. The level of theory is wB97M-V/def2-TZVPD.

ORCA input file:
```
! RIJCOSX wB97M-V def2-TZVPD def2/J DEFGRID3
* xyz 0 1
C -0.2958 -0.2750 -1.6723
C -0.9131 0.8522 -0.8464
C -1.7610 1.8377 -1.6729
H 0.5349 0.0254 -2.3075
H -1.0174 -0.8493 -2.2550
H 0.0947 -0.9952 -0.9595
H -1.5253 0.4251 -0.0563
H -0.0925 1.3840 -0.3609
H -1.1552 2.6917 -1.9902
H -2.1057 1.3904 -2.6032
H -2.5510 2.2356 -1.0466
C 1.0953 -0.4208 2.1851
C 1.6290 -1.7821 1.7685
H 0.4382 0.0220 1.4358
H 0.4341 -0.4893 3.0533
H 1.8143 0.3565 2.4454
H 2.7041 -1.8846 1.8858
H 1.5031 -1.9339 0.6942
H 1.1694 -2.5903 2.3028
*
```

Computed properties:
HOMO-LUMO gap   12.592 eV
SMILES   CCC.CC

These are the Mulliken partial charges, in e, on atoms 1 to 5: C -0.857; C -0.130; C -1.146; H 0.303; H 0.349


This record from the OMol25 dataset describes a cluster of 2 separate species, C5H14 in total at a distorted geometry. The level of theory is wB97M-V/def2-TZVPD.

ORCA input file:
```
! RIJCOSX wB97M-V def2-TZVPD def2/J DEFGRID3
* xyz 0 1
C -2.2176 0.0579 2.4784
C -1.2646 0.2302 1.2878
C -0.4961 -1.0556 0.9719
H -2.5594 1.0090 2.9020
H -3.0254 -0.5761 2.1433
H -1.7395 -0.4276 3.3383
H -0.5513 1.0305 1.5293
H -1.7825 0.7081 0.4587
H 0.5477 -0.9617 1.2768
H -0.4475 -1.2661 -0.0897
H -0.9155 -1.8844 1.5322
C 1.6770 1.1284 -2.2620
C 1.8973 -0.3839 -2.2416
H 0.9126 1.4534 -1.5495
H 2.5676 1.6672 -1.9171
H 1.4881 1.5020 -3.2698
H 2.5632 -0.6379 -1.4137
H 0.9673 -0.8944 -2.0161
H 2.3787 -0.6989 -3.1592
*
```

Computed properties:
HOMO-LUMO gap   12.295 eV
SMILES   CCC.CC

These are the Mulliken partial charges, in e, on atoms 1 to 5: C -1.337; C -0.177; C -0.917; H 0.348; H 0.340


This record from the OMol25 dataset describes a cluster of 2 separate species, C5H14 in total at a distorted geometry. The level of theory is wB97M-V/def2-TZVPD.

ORCA input file:
```
! RIJCOSX wB97M-V def2-TZVPD def2/J DEFGRID3
* xyz 0 1
C 0.0508 1.8898 -1.2327
C -1.2884 1.5094 -0.5864
C -1.5417 0.0178 -0.7680
H 0.1512 2.9460 -1.4917
H 0.8845 1.5646 -0.6119
H 0.1647 1.3857 -2.1915
H -2.1514 2.0417 -0.9837
H -1.1887 1.8946 0.4298
H -1.2155 -0.4194 -1.7079
H -2.5526 -0.2927 -0.5048
H -0.9113 -0.5059 -0.0414
C 1.6805 -1.3000 0.6499
C 0.7261 -1.6787 1.7886
H 2.2578 -0.4298 0.9264
H 2.3411 -2.1472 0.4492
H 1.1667 -1.1575 -0.2972
H 1.2593 -2.0961 2.6405
H 0.1441 -0.8170 2.1198
H 0.0226 -2.4053 1.4131
*
```

Computed properties:
HOMO-LUMO gap   12.295 eV
SMILES   CCC.CC

These are the Mulliken partial charges, in e, on atoms 1 to 5: C -1.071; C -0.175; C -0.718; H 0.336; H 0.214


This record from the OMol25 dataset describes a cluster of 2 separate species, C5H14 in total at a distorted geometry. The level of theory is wB97M-V/def2-TZVPD.

ORCA input file:
```
! RIJCOSX wB97M-V def2-TZVPD def2/J DEFGRID3
* xyz 0 1
C 0.4000 -0.8023 1.6173
C -0.8190 -0.7447 0.7479
C -1.5987 -2.0746 0.7092
H 0.1747 -0.6922 2.6781
H 0.9542 -1.7359 1.5182
H 1.1928 -0.0839 1.4006
H -0.5683 -0.6346 -0.2992
H -1.5938 0.0122 0.8765
H -2.5115 -1.9415 0.1145
H -2.0854 -2.3059 1.6652
H -1.0451 -2.9225 0.3166
C 0.6099 2.4476 -1.3613
C 1.2916 1.1022 -1.4253
H -0.2714 2.4184 -0.7193
H 1.2806 3.2918 -1.2950
H 0.0765 2.6289 -2.3093
H 1.9842 0.9607 -0.5904
H 1.8019 0.8879 -2.3657
H 0.7267 0.1883 -1.2786
*
```

Computed properties:
HOMO-LUMO gap   12.177 eV
SMILES   CCC.CC

These are the Mulliken partial charges, in e, on atoms 1 to 5: C -1.023; C 0.105; C -1.350; H 0.345; H 0.312